DFT (ωB97M-V/def2-TZVPD) results for C17H21IN6NiOS2 as an isolated structure.

Total charge: +2
Electronic energy, eV: -99761.544
M, g/mol: 575.1
Gap between HOMO and LUMO (alpha / beta), eV: 8.10 / 8.11
Energy above the lowest of the compared OMol25 structures with the same formula, charge and spin, kJ/mol: 0.00
Lowest unoccupied orbital energy (alpha / beta), eV: -6.161 / -6.093

Each line ends with the natural charge from an NBO analysis.
Geometry (Å):
Ni -0.368 0.550 0.444  0.90
C 4.408 0.126 0.494  -0.41
N 3.465 0.363 1.592  -0.31
C 3.761 0.995 2.792  -0.03
C 2.633 1.030 3.519  -0.05
N 1.645 0.407 2.757  -0.37
C 2.179 0.011 1.576  0.29
S 1.357 -0.764 0.283  -0.13
C 0.364 0.016 3.227  0.39
C 0.214 -0.341 4.555  -0.25
C -1.026 -0.776 4.986  -0.10
C -2.055 -0.882 4.065  -0.23
C -1.811 -0.520 2.758  0.06
N -0.630 -0.039 2.338  -0.51
H 5.355 0.586 0.757  0.24
H 4.019 0.572 -0.418  0.24
H 4.550 -0.941 0.348  0.24
H 4.743 1.377 3.004  0.26
H 2.428 1.460 4.483  0.26
H 1.060 -0.314 5.227  0.25
H -1.173 -1.060 6.019  0.25
H -3.031 -1.252 4.347  0.25
H -2.566 -0.621 1.994  0.23
C -3.823 4.177 -3.012  -0.67
C -3.189 3.435 -1.889  0.36
C -3.789 3.141 -0.694  -0.33
C -3.087 2.426 0.285  0.40
N -1.808 2.070 0.091  -0.56
C -1.234 2.366 -1.080  0.28
S 0.341 1.783 -1.279  -0.06
N -1.911 3.014 -2.055  -0.51
C -3.719 2.116 1.594  -0.67
H -4.875 4.354 -2.809  0.26
H -3.731 3.615 -3.943  0.26
H -3.327 5.140 -3.149  0.27
H -4.805 3.456 -0.510  0.26
H -1.430 3.177 -2.932  0.45
H -4.752 2.453 1.624  0.25
H -3.158 2.608 2.391  0.26
H -3.698 1.044 1.768  0.25
N -1.571 -2.931 -0.041  -0.78
C -2.410 -1.936 -0.353  0.68
O -2.101 -0.748 -0.243  -0.74
C -3.773 -2.345 -0.851  -0.63
I -5.285 -1.532 0.401  0.15
H -0.636 -2.719 0.272  0.42
H -1.839 -3.895 -0.145  0.42
H -3.919 -3.420 -0.866  0.24
H -3.928 -1.940 -1.847  0.27

DFT (ωB97M-V/def2-TZVPD) results for C17H21N3O10S2TcTe as an isolated structure.

Total charge: -2
Electronic energy, eV: -74074.208
M, g/mol: 717.1
Gap between HOMO and LUMO (alpha / beta), eV: 4.71 / 4.59
2S+1: 2
Energy above the lowest of the compared OMol25 structures with the same formula, charge and spin, kJ/mol: 26.59
Lowest unoccupied orbital energy (alpha / beta), eV: 3.992 / 3.992

Each line ends with the Löwdin spin population.
Geometry (Å):
Tc 0.063 -0.035 -0.981  1.00
C 2.077 0.612 3.906  0.00
O 0.885 1.015 3.242  0.00
C 0.957 1.765 2.121  0.01
O -0.053 2.056 1.533  0.03
N 2.215 2.235 1.785  0.00
N 2.302 2.982 0.568  0.00
H 1.747 0.075 4.793  0.00
H 2.671 1.480 4.203  0.00
H 2.670 -0.053 3.279  0.00
H 2.936 1.519 1.796  0.00
H 1.484 3.583 0.567  0.00
H 2.133 2.334 -0.203  0.00
O 0.763 -3.718 -1.226  0.00
S 1.420 -3.007 -2.302  0.00
O 1.486 -3.739 -3.557  0.00
O 0.994 -1.620 -2.484  0.03
C 3.153 -2.870 -1.794  0.00
C 4.048 -3.692 -2.466  0.00
C 5.399 -3.708 -2.156  0.00
C 5.879 -2.884 -1.147  0.00
C 4.999 -2.053 -0.476  0.00
C 3.642 -2.033 -0.790  0.00
S 2.691 -0.799 0.104  0.01
O 2.474 0.308 -0.829  0.01
O 3.546 -0.440 1.233  0.00
O 1.393 -1.347 0.482  0.01
H 3.648 -4.320 -3.250  0.00
H 6.071 -4.358 -2.703  0.00
H 6.930 -2.880 -0.884  0.00
H 5.352 -1.400 0.308  0.00
O -2.003 2.297 -2.067  0.01
N -0.849 2.693 -2.171  0.01
O 0.054 1.848 -1.892  0.01
C -4.957 3.477 1.962  0.00
Te -3.858 2.826 0.210  0.00
C -2.287 4.204 0.620  0.00
H -5.150 4.548 1.918  0.00
H -4.400 3.242 2.867  0.00
H -5.909 2.949 1.986  0.00
H -1.906 4.010 1.618  0.00
H -2.650 5.227 0.526  0.00
H -1.501 4.013 -0.102  0.00
C -1.571 -0.449 -0.876  -0.09
C -2.925 -0.912 -0.787  -0.01
C -3.970 -0.228 -1.422  -0.01
C -5.271 -0.685 -1.307  0.00
C -5.556 -1.828 -0.567  -0.01
C -4.524 -2.515 0.059  0.00
C -3.220 -2.064 -0.047  -0.01
H -3.731 0.665 -1.985  0.00
H -6.071 -0.143 -1.798  0.00
H -6.578 -2.181 -0.480  0.00
H -4.737 -3.409 0.633  0.00
H -2.407 -2.595 0.430  0.00

DFT (ωB97M-V/def2-TZVPD) results for one molecule with the formula C17H21N3O3S at a distorted geometry.

Electronic energy, eV: -39417.431
M, g/mol: 347.4
Gap between HOMO and LUMO, eV: 9.00
Energy above the lowest of the compared OMol25 structures with the same formula, charge and spin, kJ/mol: 263.87
Lowest unoccupied orbital energy, eV: 0.681

Each line ends with the natural charge from an NBO analysis.
Geometry (Å):
C -7.087 -2.310 0.086  -0.25
O -6.560 -1.293 0.903  -0.49
C -5.643 -0.440 0.369  0.30
C -5.182 -0.480 -0.940  -0.26
C -4.247 0.447 -1.372  -0.19
C -3.761 1.426 -0.524  -0.05
C -2.746 2.432 -0.995  -0.46
C -1.419 2.179 -0.384  0.46
N -1.008 1.127 0.236  -0.29
N 0.271 1.347 0.613  -0.35
C 0.574 2.535 0.189  0.30
S 2.072 3.356 0.389  0.33
C 3.018 1.900 0.923  -0.63
C 3.046 0.888 -0.226  0.69
O 2.658 1.192 -1.336  -0.63
N 3.507 -0.338 0.077  -0.44
C 4.098 -0.771 1.321  -0.21
C 5.565 -1.149 1.097  -0.41
C 5.668 -2.234 0.028  -0.40
C 4.988 -1.758 -1.253  -0.41
C 3.545 -1.356 -0.957  -0.22
O -0.449 3.134 -0.448  -0.42
C -4.224 1.460 0.787  -0.16
C -5.151 0.543 1.231  -0.25
H -7.782 -2.864 0.716  0.20
H -6.304 -2.987 -0.270  0.18
H -7.628 -1.897 -0.772  0.17
H -5.537 -1.225 -1.634  0.21
H -3.897 0.399 -2.393  0.21
H -2.640 2.389 -2.083  0.24
H -3.051 3.449 -0.730  0.24
H 2.518 1.496 1.802  0.26
H 4.018 2.256 1.169  0.25
H 4.024 0.008 2.077  0.21
H 3.546 -1.650 1.676  0.19
H 5.997 -1.495 2.037  0.21
H 6.117 -0.264 0.772  0.20
H 6.715 -2.472 -0.166  0.21
H 5.177 -3.142 0.385  0.19
H 4.998 -2.546 -2.006  0.21
H 5.524 -0.896 -1.655  0.20
H 3.063 -0.944 -1.844  0.25
H 2.976 -2.225 -0.610  0.19
H -3.852 2.212 1.466  0.21
H -5.514 0.562 2.246  0.22